# C27H25BiF6N7O6PS2

A structure of composition C27H25BiF6N7O6PS2 in a non-equilibrium geometry (ωB97M-V with the def2-TZVPD basis set, the OMol25 dataset).

Output
**Multiplicity**: 2
**E_HOMO (spin up / spin down)**: -11.09 / -11.09 eV
**Net charge**: +1

Each line ends with the Löwdin charge.
Atoms and positions in Å:
Bi (-0.165, 0.101, -0.092)  1.857
C (-1.518, -4.563, -1.303)  0.015
C (-0.530, -3.433, -1.357)  -0.213
N (-0.815, -2.326, -1.895)  0.057
N (-1.716, -1.813, -2.622)  0.077
C (-2.592, -0.917, -2.167)  -0.788
N (-3.408, -0.373, -3.064)  0.145
S (-2.749, -0.461, -0.499)  0.678
C (0.820, -3.583, -0.770)  -0.226
C (1.400, -4.841, -0.651)  0.007
C (2.696, -4.930, -0.166)  -0.033
C (3.355, -3.768, 0.196)  -0.020
C (2.679, -2.560, 0.075)  -0.123
N (1.443, -2.467, -0.389)  0.071
H (-2.505, -4.209, -1.591)  0.084
H (-1.227, -5.356, -1.994)  0.100
H (-1.551, -4.974, -0.295)  0.101
H (-3.345, -0.645, -4.033)  0.129
H (-4.101, 0.290, -2.761)  0.110
H (0.871, -5.731, -0.959)  0.115
H (3.183, -5.892, -0.086)  0.118
H (4.372, -3.796, 0.559)  0.114
H (3.161, -1.627, 0.341)  0.102
O (3.479, 2.707, 0.571)  0.186
C (2.357, 2.053, 0.725)  -0.474
O (1.349, 2.234, 0.072)  0.016
C (2.386, 1.041, 1.835)  -0.153
C (3.401, 0.951, 2.778)  0.062
C (3.281, -0.013, 3.768)  0.010
C (2.157, -0.829, 3.805)  0.042
C (1.185, -0.654, 2.831)  -0.190
N (1.333, 0.241, 1.867)  0.055
C (-0.112, -1.419, 2.768)  -0.478
O (-0.479, -2.128, 3.820)  0.178
O (-0.688, -1.585, 1.702)  -0.060
H (3.465, 3.215, -0.258)  0.154
H (4.253, 1.610, 2.718)  0.135
H (4.055, -0.121, 4.515)  0.127
H (2.065, -1.594, 4.564)  0.130
H (-0.129, -1.764, 4.644)  0.135
C (-7.561, -0.211, 2.093)  -0.040
C (-6.147, 0.265, 2.251)  -0.258
C (-5.836, 1.621, 2.196)  -0.017
C (-4.537, 2.062, 2.385)  -0.042
C (-3.539, 1.131, 2.622)  -0.290
C (-3.821, -0.226, 2.677)  -0.087
C (-5.125, -0.651, 2.499)  -0.031
S (-1.870, 1.686, 2.785)  0.641
O (-1.148, 0.741, 3.611)  -0.289
O (-1.847, 3.043, 3.233)  -0.264
N (-1.236, 1.583, 1.269)  -0.253
C (-1.553, 2.506, 0.313)  -0.468
C (-2.193, 3.737, 0.467)  0.003
C (-2.413, 4.497, -0.665)  -0.031
C (-1.991, 4.049, -1.913)  -0.050
C (-1.347, 2.835, -1.986)  -0.104
N (-1.159, 2.090, -0.898)  -0.096
H (-8.207, 0.580, 1.716)  0.079
H (-7.944, -0.532, 3.062)  0.092
H (-7.611, -1.065, 1.418)  0.084
H (-6.623, 2.342, 2.017)  0.119
H (-4.297, 3.116, 2.381)  0.109
H (-3.027, -0.932, 2.869)  0.101
H (-5.358, -1.706, 2.565)  0.123
H (-2.478, 4.082, 1.448)  0.093
H (-2.905, 5.456, -0.574)  0.118
H (-2.150, 4.639, -2.803)  0.109
H (-0.952, 2.427, -2.908)  0.123
F (1.083, 0.571, -2.480)  -0.273
P (2.748, 0.382, -2.530)  0.184
F (4.328, 0.205, -2.499)  -0.113
F (2.715, 0.676, -4.085)  -0.105
F (2.508, -1.191, -2.751)  -0.138
F (2.705, 0.080, -0.886)  -0.237
F (2.892, 1.957, -2.186)  -0.141